Record 1
This record from OMol25 describes the molecule C4H13NOP2. The level of theory is the ωB97M-V functional and the def2-TZVPD basis.

Geometry as XYZ:
```
21
Properties=species:S:1:pos:R:3
C -2.5016 -1.2586 0.1574
C 3.3174 -0.5326 0.7098
C -1.8863 -0.0819 0.8721
C -1.4925 1.0899 -0.0150
N -0.5757 0.8916 -1.0992
O 1.8571 0.9697 -1.8866
P 0.9718 0.8430 -0.5414
P 1.5799 -1.0345 0.1110
H -3.4617 -1.1956 -0.2474
H -1.7895 -1.6289 -0.5281
H -2.6297 -2.0446 0.8333
H 3.6000 0.2021 -0.0193
H 3.7541 -1.5494 0.7319
H 3.4609 -0.2603 1.7612
H -1.0294 -0.4807 1.3766
H -2.6127 0.2497 1.5762
H -2.4209 1.5279 -0.6533
H -1.0635 1.9540 0.5109
H -0.6697 0.1800 -1.7205
H 2.3591 0.0866 -1.8201
H 1.2328 2.0727 -0.1096
```

## Properties
SMILES string: CCCN[P@H](O)=PC
LUMO level (eV): 1.04
Frontier orbital gap (eV): 8.38
DFT total energy (eV): -26472.3114
HOMO level (eV): -7.3
Max |F| (eV Å⁻¹): 4.27
Multiplicity: 1

These are the natural (NBO) partial charges, in e, on atoms 1 to 6: number 1, C, carries -0.609; number 2, C, carries -0.900; number 3, C, carries -0.438; number 4, C, carries -0.223; number 5, N, carries -0.935; number 6, O, carries -1.014

---

Record 2
This record from OMol25 describes a cluster of 2 separate species, C4H13NOS in total. The level of theory is the ωB97M-V functional and the def2-TZVPD basis.

Geometry as XYZ:
```
20
Properties=species:S:1:pos:R:3
C 0.3870 -1.0585 0.2518
C -0.5956 -1.8272 -0.6052
S -1.3872 -0.7420 -1.8134
C -0.2479 -0.2544 1.3857
N 0.6682 -0.1615 2.5269
C 0.0810 0.5366 3.6785
H 0.9752 -0.4041 -0.3943
H 1.0602 -1.7667 0.7285
H -0.0630 -2.6156 -1.1417
H -1.3190 -2.3166 0.0511
H -1.8860 -1.7344 -2.6148
H -1.1046 -0.8204 1.7460
H -0.5740 0.7290 1.0428
H 1.4942 0.3719 2.2694
H 0.4117 1.5845 3.7431
H -1.0052 0.5855 3.5827
H 0.3382 0.0412 4.6060
H 2.2889 3.6214 -3.5196
H 2.7368 2.9326 -2.2688
O 2.1590 3.6534 -2.5563
```

## Properties
Charge: -1
LUMO level (spin up / spin down) (eV): 3.13 / 3.20
Frontier orbital gap (spin up / spin down) (eV): 2.11 / 8.43
DFT total energy (eV): -18730.0145
HOMO level (spin up / spin down) (eV): 1.0 / -5.2
Max |F| (eV Å⁻¹): 0.73
Multiplicity: 2

These are the natural (NBO) partial charges, in e, on atoms 1 to 6: number 1, C, carries -0.471; number 2, C, carries -0.631; number 3, S, carries -0.508; number 4, C, carries -0.229; number 5, N, carries -0.634; number 6, C, carries -0.415

---

Record 3
This record from OMol25 describes a cluster of 2 separate species, C4H13NOS in total. The level of theory is the ωB97M-V functional and the def2-TZVPD basis.

Geometry as XYZ:
```
20
Properties=species:S:1:pos:R:3
C -0.7018 -1.8015 -0.2731
C 0.0812 -0.6014 -0.7655
C -0.2458 0.6941 0.0481
S -0.4134 2.2871 -0.8036
C 0.5184 2.3138 -2.3787
N -0.5705 -2.1659 1.1323
H -0.4000 -2.6523 -0.8789
H -1.7300 -1.5854 -0.6314
H -0.3929 -0.2078 -1.6859
H 1.1576 -0.6905 -0.7198
H 0.5683 0.7908 0.7758
H -1.2132 0.6451 0.5825
H 1.5658 2.4238 -2.0826
H 0.3418 1.5995 -3.1766
H 0.3296 3.3103 -2.7869
H -1.0967 -3.0235 1.2709
H -1.0625 -1.4429 1.6633
H 1.1425 0.8021 3.2457
H 1.2024 -0.5781 4.1200
O 0.9193 -0.1173 3.3443
```

## Properties
SMILES string: CSCCCN.O
LUMO level (eV): 0.78
Frontier orbital gap (eV): 9.09
DFT total energy (eV): -18730.5365
HOMO level (eV): -8.3
Max |F| (eV Å⁻¹): 2.88
Multiplicity: 1

These are the natural (NBO) partial charges, in e, on atoms 1 to 6: number 1, C, carries -0.217; number 2, C, carries -0.421; number 3, C, carries -0.527; number 4, S, carries 0.162; number 5, C, carries -0.755; number 6, N, carries -0.818

---

Record 4
This record from OMol25 describes a cluster of 2 separate species, C4H13NOS in total. The level of theory is the ωB97M-V functional and the def2-TZVPD basis.

Geometry as XYZ:
```
20
Properties=species:S:1:pos:R:3
C 0.6204 0.7545 -1.8174
C -0.5539 0.1789 -0.9594
C -0.9202 1.1373 0.1498
S -2.1889 0.5589 1.3151
C -1.9633 -1.2613 1.5029
N 1.9072 0.2846 -1.3543
H 0.4585 0.3353 -2.8269
H 0.4764 1.8400 -1.9604
H -1.3242 -0.0666 -1.6816
H -0.1908 -0.7006 -0.4275
H -0.0859 1.5637 0.7524
H -1.2973 2.0316 -0.3791
H -0.9106 -1.3389 1.2179
H -2.5040 -2.0412 0.9792
H -2.0025 -1.3633 2.5833
H 2.0584 0.6229 -0.4004
H 2.6978 0.7667 -1.7792
H 2.5344 -1.3309 1.4013
H 1.2640 -0.7855 1.5503
O 1.9246 -1.1858 2.1338
```

## Properties
SMILES string: CSCCCN.O
LUMO level (eV): 0.78
Frontier orbital gap (eV): 9.34
DFT total energy (eV): -18730.6444
HOMO level (eV): -8.6
Max |F| (eV Å⁻¹): 2.14
Multiplicity: 1

These are the natural (NBO) partial charges, in e, on atoms 1 to 6: number 1, C, carries -0.213; number 2, C, carries -0.418; number 3, C, carries -0.544; number 4, S, carries 0.169; number 5, C, carries -0.730; number 6, N, carries -0.831

---

Record 5
This record from OMol25 describes a cluster of 2 separate species, C4H13NOS in total. The level of theory is the ωB97M-V functional and the def2-TZVPD basis.

Geometry as XYZ:
```
20
Properties=species:S:1:pos:R:3
S -1.7989 -0.1497 0.1268
N -2.3572 0.1709 -5.0203
C 0.0000 0.0000 0.0000
C -2.2832 0.8305 -1.2700
C -2.7036 0.7718 -3.7545
C -1.9467 0.1237 -2.6098
H -2.6422 -0.7993 -4.8463
H -1.3478 0.1427 -5.2017
H 0.3016 0.3234 -1.0105
H 0.4737 -0.9728 0.2141
H 0.3689 0.7393 0.7307
H -3.3816 0.9423 -1.1894
H -1.8418 1.8456 -1.2847
H -2.2532 1.7796 -3.8381
H -3.7878 0.9017 -3.5726
H -0.8603 0.0444 -2.8066
H -2.3393 -0.9019 -2.4706
O -3.4794 1.7735 2.5466
H -3.3720 1.0183 1.9250
H -2.5861 2.1830 2.5961
```

## Properties
SMILES string: CSCCCN.O
LUMO level (eV): 0.76
Frontier orbital gap (eV): 9.50
DFT total energy (eV): -18731.2032
HOMO level (eV): -8.7
Max |F| (eV Å⁻¹): 2.99
Multiplicity: 1

These are the natural (NBO) partial charges, in e, on atoms 1 to 6: number 1, S, carries 0.189; number 2, N, carries -0.815; number 3, C, carries -0.753; number 4, C, carries -0.550; number 5, C, carries -0.223; number 6, C, carries -0.424

---

Record 6
This record from OMol25 describes a cluster of 2 separate species, C4H13NOS in total. The level of theory is the ωB97M-V functional and the def2-TZVPD basis.

Geometry as XYZ:
```
20
Properties=species:S:1:pos:R:3
C 0.5726 0.1911 0.9756
C -0.8967 0.3417 1.3569
C -1.6391 1.2666 0.4744
S -0.5817 2.9113 -0.0153
C 1.0043 -0.4202 -0.4062
N 0.9380 -1.8828 -0.3567
H 1.0172 1.2354 1.1932
H 1.1192 -0.4523 1.7681
H -1.2502 -0.7702 1.3758
H -1.1149 0.6312 2.3498
H -1.9243 0.9840 -0.5656
H -2.5860 1.5992 0.8185
H -0.5562 3.5744 1.1147
H 0.2748 0.0631 -1.0479
H 2.0815 -0.1237 -0.4066
H 1.6516 -2.4419 0.1142
H -0.0534 -2.1372 -0.1219
H 0.7955 -1.5187 -2.1332
H 0.5480 -1.9732 -3.4364
O 0.6000 -1.0777 -3.0516
```

## Properties
SMILES string: NCCCCS.O
LUMO level (eV): 0.77
Frontier orbital gap (eV): 9.78
DFT total energy (eV): -18729.9154
HOMO level (eV): -9.0
Max |F| (eV Å⁻¹): 4.22
Multiplicity: 1

These are the natural (NBO) partial charges, in e, on atoms 1 to 6: number 1, C, carries -0.407; number 2, C, carries -0.461; number 3, C, carries -0.422; number 4, S, carries -0.134; number 5, C, carries -0.255; number 6, N, carries -0.888

---

Record 7
This record from OMol25 describes a cluster of 2 separate species, C4H13NOS in total. The level of theory is the ωB97M-V functional and the def2-TZVPD basis.

Geometry as XYZ:
```
20
Properties=species:S:1:pos:R:3
C -0.1758 0.0584 0.4581
C -0.3868 1.1978 -0.5309
C -1.7684 1.0653 -1.2124
S -3.0936 1.3044 -0.0344
C 1.2480 -0.5010 0.5347
N 2.2687 0.5626 0.5716
H -0.6699 -0.8611 0.0685
H -0.4040 0.3206 1.5127
H 0.4063 1.2369 -1.3114
H -0.3062 2.2475 -0.2894
H -1.9567 0.1049 -1.6659
H -1.8547 1.7936 -2.0671
H -2.5379 1.6720 1.1265
H 1.5355 -1.1346 -0.4001
H 1.4714 -1.2014 1.3354
H 2.5041 0.9156 -0.3298
H 2.6818 0.7468 1.4616
H 1.0389 -2.7551 0.3251
H -0.3976 -3.3182 -0.0369
O 0.3967 -3.4550 0.4842
```

## Properties
SMILES string: NCCCCS.O
LUMO level (eV): 0.73
Frontier orbital gap (eV): 9.64
DFT total energy (eV): -18730.3573
HOMO level (eV): -8.9
Max |F| (eV Å⁻¹): 3.27
Multiplicity: 1

These are the natural (NBO) partial charges, in e, on atoms 1 to 6: number 1, C, carries -0.430; number 2, C, carries -0.423; number 3, C, carries -0.515; number 4, S, carries -0.053; number 5, C, carries -0.206; number 6, N, carries -0.907

---

Record 8
This record from OMol25 describes the ion C4H13NP with charge +1. The level of theory is the ωB97M-V functional and the def2-TZVPD basis.

Geometry as XYZ:
```
19
Properties=species:S:1:pos:R:3
C -0.8350 0.5269 1.1546
C -0.6155 0.5569 -1.3627
C 2.3688 0.5189 -0.1070
C -0.4560 -0.2704 -0.0788
N -1.3477 -1.4938 -0.1277
P 1.4103 -0.9586 0.0401
H -0.6139 0.0411 2.0431
H -1.8756 0.7401 1.1932
H -0.3996 1.5238 1.2162
H -0.7997 -0.0996 -2.2099
H 0.2560 1.3715 -1.3535
H -1.5581 1.1964 -1.4848
H 2.7499 0.8308 -1.0543
H 3.2159 0.2676 0.5136
H 1.9873 1.2401 0.5605
H -0.9733 -2.4126 0.3305
H -2.2263 -1.2276 0.2920
H -1.5987 -1.7057 -1.0827
H 1.3113 -0.6456 1.5177
```

## Properties
SMILES string: CPC(C)(C)[NH3+]
Charge: +1
LUMO level (eV): -3.52
Frontier orbital gap (eV): 10.00
DFT total energy (eV): -15129.7019
HOMO level (eV): -13.5
Max |F| (eV Å⁻¹): 2.87
Multiplicity: 1

These are the natural (NBO) partial charges, in e, on atoms 1 to 6: number 1, C, carries -0.658; number 2, C, carries -0.676; number 3, C, carries -0.980; number 4, C, carries -0.097; number 5, N, carries -0.701; number 6, P, carries 0.585

---

Record 9
This record from OMol25 describes a cluster of 2 separate species, C4H13NS in total. The level of theory is the ωB97M-V functional and the def2-TZVPD basis.

Geometry as XYZ:
```
19
Properties=species:S:1:pos:R:3
C 0.6728 -1.7056 -2.2361
S 2.3675 -2.0654 -2.9006
C 3.5193 -1.5552 -1.6419
H 0.2816 -1.2681 -3.1391
H 0.5710 -0.9358 -1.4823
H 0.2631 -2.6926 -2.0785
H 4.2089 -0.8100 -2.0283
H 3.0364 -1.0002 -0.8266
H 4.0984 -2.4114 -1.2818
C -0.8187 1.7586 2.2909
N -1.9016 0.8681 1.9696
C -2.9238 1.2951 1.0295
H -1.0335 2.5273 3.0860
H -0.0382 1.1872 2.8274
H -0.4123 2.2083 1.3856
H -2.3465 0.5599 2.8167
H -2.6493 2.0668 0.3009
H -3.8163 1.4939 1.6246
H -3.0788 0.4791 0.2841
```

## Properties
SMILES string: CNC.CSC
LUMO level (eV): 0.86
Frontier orbital gap (eV): 9.17
DFT total energy (eV): -16682.6590
HOMO level (eV): -8.3
Max |F| (eV Å⁻¹): 1.89
Multiplicity: 1

These are the natural (NBO) partial charges, in e, on atoms 1 to 6: number 1, C, carries -0.722; number 2, S, carries 0.150; number 3, C, carries -0.764; number 4, H, carries 0.221; number 5, H, carries 0.227; number 6, H, carries 0.223

---

Record 10
This record from OMol25 describes a cluster of 4 separate species, C4H13O3S in total. The level of theory is the ωB97M-V functional and the def2-TZVPD basis.

Geometry as XYZ:
```
21
Properties=species:S:1:pos:R:3
C 0.1341 0.0111 -1.7495
O 1.4591 -0.4163 -2.0027
C 0.0779 0.9252 -0.5072
C -0.3121 0.3360 0.8205
C -1.6517 0.6564 1.3743
S -2.9036 -0.1154 0.3214
H -0.1452 0.6081 -2.6244
H -0.5464 -0.8402 -1.6528
H -0.6771 1.6851 -0.6975
H 1.0988 1.2792 -0.4301
H 0.4740 0.4655 1.5654
H -0.4964 -0.8632 0.7746
H -1.7667 0.2629 2.3779
H -1.8150 1.7388 1.3632
H -0.8873 -1.5563 0.4690
H 2.7404 -0.2683 0.7743
H 3.6522 0.7557 -0.0209
O 3.2769 0.5807 0.8437
H 1.7539 -1.0146 -1.2756
H 1.1300 -2.1127 0.6928
O 1.9100 -1.5848 0.5149
```

## Properties
Charge: -1
LUMO level (eV): 2.01
Frontier orbital gap (eV): 6.70
DFT total energy (eV): -21333.4353
HOMO level (eV): -4.7
Max |F| (eV Å⁻¹): 2.37
Multiplicity: 1

These are the natural (NBO) partial charges, in e, on atoms 1 to 6: number 1, C, carries -0.038; number 2, O, carries -0.781; number 3, C, carries -0.495; number 4, C, carries -0.066; number 5, C, carries -0.596; number 6, S, carries -0.410

---

Record 11
This record from OMol25 describes a cluster of 3 separate species, C4H13O4 in total. The level of theory is the ωB97M-V functional and the def2-TZVPD basis.

Geometry as XYZ:
```
21
Properties=species:S:1:pos:R:3
C -1.6046 -0.7472 1.0005
O -1.2033 -1.4338 2.1758
C -1.4837 0.7499 1.1673
C -0.0036 1.2955 0.9847
C 0.3865 1.4171 -0.5084
O 1.1251 0.3382 -0.9719
H -2.6381 -1.0571 0.8482
H -1.0140 -1.0875 0.1480
H -1.7425 0.9822 2.2051
H -2.0179 1.3310 0.4133
H 0.6288 0.5414 1.4586
H 0.0774 2.1891 1.6055
H -0.5490 1.5843 -1.0626
H 1.0659 2.2970 -0.6305
H 1.1091 -1.0594 -0.2326
H 1.1889 -0.2842 -3.6909
H 1.1315 0.5105 -2.4437
O 0.9929 0.6411 -3.4877
H -0.2490 -1.5874 2.2873
H 2.0929 -2.2623 -0.2052
O 1.3233 -1.9231 0.2631
```

## Properties
Charge: -1
LUMO level (eV): 3.91
Frontier orbital gap (eV): 8.09
DFT total energy (eV): -12549.4135
HOMO level (eV): -4.2
Max |F| (eV Å⁻¹): 2.00
Multiplicity: 1

These are the natural (NBO) partial charges, in e, on atoms 1 to 6: number 1, C, carries -0.069; number 2, O, carries -0.764; number 3, C, carries -0.425; number 4, C, carries -0.421; number 5, C, carries -0.044; number 6, O, carries -0.938

---

Record 12
This record from OMol25 describes a cluster of 2 separate species, C4H13O4S in total. The level of theory is the ωB97M-V functional and the def2-TZVPD basis.

Geometry as XYZ:
```
22
Properties=species:S:1:pos:R:3
O 0.8368 0.9478 -1.5674
O -0.5335 0.6193 -1.4416
C -1.1872 0.6296 -2.6605
S -2.9202 1.0729 -2.3193
O -2.8241 2.5618 -1.7527
H 0.9507 1.8776 -1.8404
H -1.2019 -0.3372 -3.1613
H -0.8400 1.4104 -3.3315
H -3.1628 0.3713 -1.1871
H -2.5530 3.1222 -2.5063
C -0.0635 -0.9796 2.3837
C 1.1628 -1.5658 1.7007
C 2.3843 -0.6821 1.8950
O 0.9069 -1.7549 0.3064
H -0.3028 0.0005 1.9576
H -0.9293 -1.6260 2.2353
H 0.0975 -0.8568 3.4545
H 1.3633 -2.5584 2.1028
H 2.2141 0.3052 1.4552
H 3.2521 -1.1164 1.4000
H 2.6159 -0.5521 2.9521
H 0.7340 -0.8890 -0.0753
```

## Properties
Charge: +1
LUMO level (eV): -5.14
Frontier orbital gap (eV): 7.32
DFT total energy (eV): -23371.6986
HOMO level (eV): -12.5
Max |F| (eV Å⁻¹): 1.11
Multiplicity: 1

These are the natural (NBO) partial charges, in e, on atoms 1 to 6: number 1, O, carries -0.394; number 2, O, carries -0.277; number 3, C, carries -0.231; number 4, S, carries 1.013; number 5, O, carries -0.775; number 6, H, carries 0.472

---

Question: Look up the DFT total energy of the ninth one.
Answer: -16682.6590 eV

---

Question: Which value of max |F| does entry 7 give?
Answer: 3.27 eV Å⁻¹

---

Question: Number 2 is which compound?
Answer: C4H13NOS

---

Question: Which value of multiplicity does entry 1 give?
Answer: 1